# 1
# CH6NP

2 unconnected molecules or ions with the total composition CH6NP at a distorted geometry (ωB97M-V with the def2-TZVPD basis set, the OMol25 dataset).

Each line ends with the natural charge from an NBO analysis.
Element x y z (Å)
C1 -2.583 -0.177 0.430  -0.630
N1 2.354 0.315 -0.561  -1.112
P1 -0.914 0.163 0.603  0.342
H1 -3.250 0.242 1.094  0.175
H2 -2.955 -1.015 -0.257  0.187
H3 2.714 -0.508 -0.085  0.362
H4 3.159 0.748 -1.112  0.371
H5 1.868 0.974 0.117  0.378
H6 -0.393 -0.741 -0.229  -0.073

Output
**HOMO (alpha / beta)**: -0.2492 / -0.3567 Eh
**Lowest unoccupied orbital energy (alpha / beta)**: 1.248 / -2.402 eV
**Kohn-Sham gap (alpha / beta)**: 8.0 / 7.3 eV
**Net charge**: 0
**Spin multiplicity**: 3
**Expectation value of S²**: 2.0061


# 2
# C32H36GeMnN4O2S

A molecular structure, C32H36GeMnN4O2S at a distorted geometry (ωB97M-V with the def2-TZVPD basis set, the OMol25 dataset).

Each line ends with the Mulliken spin population.
Element x y z (Å)
Mn1 -0.032 0.635 -0.325  3.777
C1 1.648 -0.090 3.192  0.009
C2 2.897 0.019 2.345  -0.011
C3 4.071 -0.576 2.797  0.000
C4 5.244 -0.478 2.064  0.000
C5 5.240 0.225 0.873  0.000
C6 4.085 0.839 0.387  -0.015
C7 4.173 1.628 -0.898  0.008
C8 2.904 0.723 1.123  0.023
N1 1.669 1.350 0.709  0.006
C9 1.438 2.582 1.243  0.038
O1 2.208 3.412 1.686  0.014
C10 -0.056 2.790 1.455  -0.007
C11 -0.653 3.713 2.278  -0.007
C12 -1.978 3.497 2.650  0.013
C13 -2.643 2.328 2.282  -0.008
C14 -1.974 1.447 1.471  0.059
N2 -0.770 1.762 1.027  -0.176
C15 -2.275 -0.020 1.210  0.035
O2 -3.400 -0.458 1.309  -0.004
N3 -1.083 -0.658 0.960  -0.228
C16 -0.931 -2.041 1.296  0.068
C17 -1.586 -2.557 2.426  -0.001
C18 -2.354 -1.687 3.395  0.001
C19 -1.467 -3.917 2.718  -0.001
C20 -0.652 -4.753 1.979  0.003
C21 0.112 -4.197 0.966  -0.004
C22 -0.003 -2.854 0.627  -0.041
C23 0.918 -2.288 -0.423  0.071
H1 1.460 0.846 3.739  -0.001
H2 1.757 -0.886 3.931  0.000
H3 0.768 -0.301 2.591  0.016
H4 4.060 -1.117 3.739  0.000
H5 6.159 -0.932 2.429  0.000
H6 6.159 0.326 0.302  0.000
H7 5.195 1.983 -1.049  0.000
H8 3.501 2.488 -0.887  0.000
H9 3.901 1.019 -1.757  -0.001
H10 -0.061 4.545 2.644  0.000
H11 -2.475 4.210 3.294  0.000
H12 -3.627 2.073 2.653  0.000
H13 -3.417 -1.623 3.145  0.000
H14 -1.965 -0.664 3.414  0.000
H15 -2.258 -2.098 4.400  0.000
H16 -2.007 -4.309 3.577  0.000
H17 -0.584 -5.810 2.213  0.000
H18 0.820 -4.814 0.418  0.001
H19 1.446 -3.083 -0.952  0.001
H20 1.671 -1.623 0.014  0.010
H21 0.384 -1.747 -1.179  -0.045
S1 1.366 0.420 -2.393  -0.136
C24 0.636 1.957 -2.603  0.018
C25 0.652 2.756 -3.759  0.016
C26 -0.091 3.911 -3.776  -0.001
C27 -0.837 4.287 -2.648  0.000
C28 -0.800 3.472 -1.550  0.018
N4 -0.067 2.341 -1.532  -0.063
H22 1.224 2.424 -4.614  -0.002
H23 -0.117 4.527 -4.668  0.000
H24 -1.430 5.191 -2.632  0.000
H25 -1.360 3.715 -0.655  -0.001
C29 -3.517 -0.795 -3.906  -0.027
Ge1 -1.971 -1.424 -2.899  0.026
C30 -2.477 -3.021 -1.922  0.003
C31 -0.586 -1.857 -4.184  0.006
C32 -1.699 0.097 -1.670  -0.469
H26 -3.818 -1.567 -4.624  -0.005
H27 -3.273 0.121 -4.458  0.002
H28 -4.361 -0.587 -3.239  0.000
H29 -3.181 -3.603 -2.525  0.000
H30 -2.961 -2.757 -0.975  0.000
H31 -1.610 -3.645 -1.698  0.000
H32 -0.982 -2.626 -4.860  0.001
H33 0.312 -2.241 -3.697  -0.001
H34 -0.307 -0.977 -4.770  -0.001
H35 -2.545 0.027 -0.986  0.025
H36 -1.834 1.002 -2.254  -0.009

Output
**HOMO (alpha / beta)**: -0.2915 / -0.2942 Eh
**Lowest unoccupied orbital energy (alpha / beta)**: -1.845 / -1.115 eV
**Kohn-Sham gap (alpha / beta)**: 6.1 / 6.9 eV
**Net charge**: 0
**Spin multiplicity**: 4
**Expectation value of S²**: 4.2368


# 3
# C3H5N2O3

A gas-phase ion, C3H5N2O3 (charge -1) at a distorted geometry (ωB97M-V with the def2-TZVPD basis set, the OMol25 dataset).

Each line ends with the natural charge from an NBO analysis.
Element x y z (Å)
N1 -2.191 0.315 1.123  -0.810
C1 -1.342 0.986 0.366  0.669
O1 -1.342 2.175 0.539  -0.631
C2 -0.659 0.240 -0.871  -0.301
N2 0.135 -0.891 -0.467  -0.698
C3 1.579 -0.903 -0.341  0.859
O2 1.972 -1.650 0.569  -0.795
O3 2.282 -0.174 -1.104  -0.801
H1 -2.093 -0.630 1.314  0.372
H2 -2.498 0.824 1.892  0.380
H3 0.046 0.826 -1.432  0.254
H4 -1.457 -0.235 -1.706  0.163
H5 -0.375 -1.493 0.378  0.339

Output
**SMILES**: NC(=O)CNC(=O)[O-]
**HOMO**: -0.1497 Eh
**Lowest unoccupied orbital energy**: 3.593 eV
**Kohn-Sham gap**: 7.7 eV
**Net charge**: -1
**Spin multiplicity**: 1


# 4
# C4H5NO

A single C4H5NO molecule (ωB97M-V with the def2-TZVPD basis set, the OMol25 dataset).

Each line ends with the natural charge from an NBO analysis.
Element x y z (Å)
N1 -1.800 0.591 -2.300  -0.307
C1 -1.063 0.331 -1.449  0.282
C2 0.020 0.000 -0.519  -0.385
C3 0.435 0.931 0.649  -0.033
O1 0.359 -0.151 1.585  -0.519
C4 0.017 -1.097 0.570  -0.029
H1 0.871 -0.256 -1.141  0.250
H2 -0.226 1.761 0.926  0.193
H3 1.459 1.310 0.537  0.181
H4 -0.874 -1.692 0.793  0.194
H5 0.853 -1.779 0.357  0.173

Output
**SMILES**: N#CC1COC1
**HOMO**: -0.3838 Eh
**Lowest unoccupied orbital energy**: 0.720 eV
**Kohn-Sham gap**: 11.2 eV
**Net charge**: 0
**Spin multiplicity**: 1


Table of energy relative to the best compared isomer or geometry (same formula, charge and spin) (kJ/mol), in record order: 30.65; 167.28; 169.55; 176.18